No. 1
The following is a DFT calculation (ωB97M-V/def2-TZVPD) of C24H25BrI2NO5SiTi as an isolated structure in a non-equilibrium geometry.

The geometry in XYZ format:
```
60
Properties=species:S:1:pos:R:3:lowdin_charge:R:1
Ti -0.37259 0.65100 0.09717 0.820
Br 0.12863 2.37825 -3.36866 0.878
C -0.40673 0.56279 -3.25797 -0.671
C -0.83467 -0.07089 -4.40092 -0.091
C -1.16491 -1.41809 -4.32073 -0.024
C -1.02974 -2.08010 -3.11842 0.018
C -0.59912 -1.35197 -2.02222 -0.183
N -0.30184 -0.04587 -2.07646 0.049
C -0.35840 -2.02285 -0.70397 -0.579
O -0.63710 -3.19859 -0.60523 0.102
O 0.17914 -1.23719 0.18134 -0.158
H -0.89940 0.47926 -5.32735 0.104
H -1.50816 -1.94112 -5.20367 0.116
H -1.24681 -3.12889 -2.98989 0.129
I 0.07638 0.90628 2.74679 0.425
I 0.39498 2.07611 6.15189 -0.735
C 1.63666 4.02228 0.13275 0.032
C 0.89132 2.75290 -0.09714 -0.774
O -0.37981 2.72474 -0.09261 -0.151
O 1.48434 1.64391 -0.22161 -0.124
H 1.73006 4.13547 1.21619 0.108
H 1.07354 4.86892 -0.25278 0.090
H 2.63241 3.96383 -0.29827 0.090
C -6.05169 -1.05335 0.43143 -0.093
C -4.53138 -1.08277 0.25293 -0.597
C -3.90672 -1.87123 1.41173 -0.076
C -4.18774 -1.77233 -1.06939 -0.077
Si -3.80006 0.66952 0.28731 0.578
O -2.16359 0.46675 0.17747 -0.371
C -4.32367 1.66414 -1.23295 -0.196
C -5.66268 1.84475 -1.58871 -0.102
C -6.02066 2.55872 -2.72379 -0.091
C -5.04040 3.11596 -3.53246 -0.097
C -3.70481 2.96588 -3.18846 -0.089
C -3.35856 2.25167 -2.05000 -0.089
C -4.20518 1.60178 1.85228 -0.213
C -3.51941 1.28453 3.02723 -0.131
C -3.68454 2.03025 4.18506 -0.066
C -4.57995 3.09116 4.18848 -0.081
C -5.29074 3.40876 3.03667 -0.097
C -5.09193 2.68038 1.87274 -0.097
H -6.42170 -2.07224 0.59197 0.082
H -6.55675 -0.66372 -0.45437 0.063
H -6.34884 -0.45460 1.29578 0.081
H -4.27730 -2.90193 1.40103 0.087
H -4.16994 -1.43431 2.37778 0.079
H -2.81772 -1.90936 1.34071 0.080
H -4.66771 -2.75647 -1.11312 0.089
H -3.11354 -1.93481 -1.16027 0.055
H -4.52675 -1.19360 -1.93327 0.079
H -6.44804 1.42993 -0.96795 0.092
H -7.06715 2.68270 -2.97449 0.098
H -5.31715 3.67486 -4.41781 0.097
H -2.92945 3.41333 -3.79836 0.084
H -2.31423 2.17823 -1.77608 0.048
H -2.80263 0.47446 3.03222 0.032
H -3.08145 1.80824 5.05826 0.087
H -4.70496 3.68470 5.08527 0.101
H -5.98025 4.24463 3.03716 0.094
H -5.61586 2.97389 0.96907 0.088
```

E_HOMO (alpha / beta) in eV: -3.514 / -3.516
LUMO level (alpha / beta) in eV: 1.019 / 1.020
Energy above the lowest of the compared OMol25 structures with the same formula, charge and spin in kJ/mol: 78.0
Total charge: -1
Max |F| in hartree/bohr: 0.047
Frontier orbital gap (alpha / beta) in eV: 4.53 / 4.54

***

No. 2
The following is a DFT calculation (ωB97M-V/def2-TZVPD) of C9H11NOS as an isolated structure in a non-equilibrium geometry.

The geometry in XYZ format:
```
23
Properties=species:S:1:pos:R:3:lowdin_charge:R:1
C 0.62393 1.70420 0.64468 0.055
C 0.48365 0.88206 -0.31414 -0.009
C -0.00516 0.11611 2.13106 -0.011
C 0.37167 1.46113 1.96720 -0.291
C 0.08920 -0.40139 -0.23884 -0.144
C -0.15634 -0.79692 1.07887 -0.299
C 0.45063 2.45595 3.07706 -0.053
C -0.61757 -2.20079 1.34294 -0.064
C 0.20208 0.18203 -3.92319 -0.160
N 0.41435 -1.09840 -3.29541 -0.346
O -1.93967 -1.07638 -2.39425 -0.508
S -0.64615 -1.66468 -2.11029 0.939
H -0.22485 -0.22177 3.13397 0.117
H 1.49063 2.68433 3.31060 0.082
H -0.02927 2.07240 3.97477 0.075
H -0.03980 3.38202 2.78297 0.081
H -0.41225 -2.48642 2.37199 0.075
H -0.11995 -2.89682 0.67283 0.066
H -1.69088 -2.27813 1.17014 0.087
H 0.39793 0.10510 -4.99564 0.080
H -0.84741 0.44542 -3.77516 0.070
H 0.82892 0.96992 -3.49781 0.075
H 1.37630 -1.33898 -3.11435 0.083
```

E_HOMO (alpha / beta) in eV: -8.077 / -8.076
LUMO level (alpha / beta) in eV: -0.287 / -0.284
Energy above the lowest of the compared OMol25 structures with the same formula, charge and spin in kJ/mol: 571.8
Max |F| in hartree/bohr: 0.058
Frontier orbital gap (alpha / beta) in eV: 7.79 / 7.79

***

No. 3
The following is a DFT calculation (ωB97M-V/def2-TZVPD) of C16H17F3N2O4S3SbSe4Tc as an isolated structure in a non-equilibrium geometry.

The geometry in XYZ format:
```
51
Properties=species:S:1:pos:R:3:lowdin_charge:R:1
Tc 1.54922 0.46950 0.52903 0.488
F -3.66103 0.06084 1.99173 0.162
C -3.49728 1.16817 1.26372 -0.633
F -4.52434 1.96204 1.49288 0.186
F -3.54919 0.79875 -0.02011 0.126
C -2.18143 1.82603 1.58688 -0.103
C -2.08425 2.96143 2.37517 0.042
C -0.82919 3.48719 2.66968 -0.009
C 0.29621 2.86334 2.16456 -0.091
N 0.19560 1.77144 1.39998 -0.156
C -1.00885 1.24695 1.11862 -0.632
S -0.75277 -0.21179 0.19856 0.733
H -2.97998 3.43095 2.75601 0.138
H -0.72613 4.36668 3.28631 0.123
H 1.29544 3.22163 2.37570 0.105
Se 7.13291 2.74232 1.31884 -0.015
Sb 7.14879 2.16341 -0.90274 0.512
Se 3.65408 0.44982 1.79720 0.328
Se 3.38748 2.26679 0.41910 0.039
Se 4.55958 1.81102 -1.56961 -0.035
O 2.43575 -1.28573 3.25221 -0.590
S 1.30465 -1.15635 2.32895 0.687
C -0.21381 -1.11483 3.34601 -0.261
C -0.92914 -2.44290 3.11372 -0.213
C 0.14467 -3.47151 2.77759 -0.209
C 1.00016 -2.82939 1.69311 -0.286
H -0.80577 -0.22891 3.13881 0.070
H 0.20323 -1.04495 4.35302 0.115
H -1.62713 -2.34170 2.27963 0.104
H -1.49846 -2.72036 3.99929 0.129
H -0.28185 -4.40991 2.42538 0.128
H 0.76056 -3.68843 3.65214 0.128
H 0.46786 -2.75826 0.74907 0.067
H 1.98367 -3.27424 1.54763 0.110
N 1.34680 1.17104 -1.69504 -0.048
C 0.45881 0.48571 -2.56277 -0.331
C 0.83303 -0.75834 -3.06336 0.010
C -0.00306 -1.43454 -3.92697 0.024
C -1.21845 -0.85670 -4.25397 -0.275
C -1.60290 0.38807 -3.78096 0.045
C -0.76114 1.05672 -2.92230 -0.007
S -1.84943 -2.06838 -6.49438 1.000
O -2.14010 -1.56201 -5.02026 -0.090
O -0.47390 -2.06531 -6.85256 -0.127
O -2.88187 -2.91897 -6.94995 -0.100
H 1.13961 2.16586 -1.66763 0.105
H 2.31584 1.06294 -2.00263 -0.049
H 1.78571 -1.18470 -2.78007 0.135
H 0.28316 -2.39195 -4.33787 0.136
H -2.55752 0.80118 -4.07591 0.146
H -1.04386 2.02036 -2.52140 0.136
```

E_HOMO in eV: -12.985
LUMO level in eV: -9.831
Total charge: +2
Max |F| in hartree/bohr: 0.033
Frontier orbital gap in eV: 3.15

***

No. 4
The following is a DFT calculation (ωB97M-V/def2-TZVPD) of C24H34N4NdO3S2 as an isolated structure.

The geometry in XYZ format:
```
68
Properties=species:S:1:pos:R:3:lowdin_charge:R:1
Nd 0.30040 -0.01540 0.27800 1.513
C 2.42440 0.00090 -2.12870 -0.067
N 2.47140 0.84060 -0.91250 -0.260
C 2.38110 2.27990 -1.23290 -0.163
C 0.97890 2.88840 -1.05250 -0.182
N 0.36150 2.50190 0.22220 -0.299
C 1.12380 3.02180 1.37920 -0.053
C -1.02800 2.90010 0.36350 -0.292
C -1.58450 3.94500 -0.36200 -0.029
C -2.88350 4.36930 -0.12690 -0.082
C -3.64590 3.73990 0.84280 -0.084
C -3.12140 2.67990 1.55070 -0.117
C -1.81630 2.23590 1.32970 -0.631
S -1.21600 0.91110 2.31630 0.555
C 3.73330 0.56960 -0.21980 -0.301
C 4.91370 1.12490 -0.70160 -0.047
C 6.11900 0.93780 -0.05280 -0.074
C 6.14520 0.18730 1.11390 -0.077
C 4.99200 -0.40320 1.58000 -0.116
C 3.77100 -0.26020 0.90970 -0.640
S 2.40360 -1.18790 1.49140 0.497
H 3.29150 0.19070 -2.77550 0.105
H 1.51330 0.20570 -2.69690 0.059
H 2.44340 -1.05690 -1.83730 0.100
H 2.69410 2.48260 -2.26590 0.134
H 3.06250 2.81010 -0.56310 0.123
H 0.30680 2.56520 -1.85580 0.108
H 1.11630 3.97800 -1.11740 0.131
H 1.28540 4.10360 1.29600 0.113
H 2.08610 2.50680 1.46620 0.093
H 0.55830 2.83520 2.29680 0.061
H -1.00460 4.46440 -1.11000 0.105
H -3.27420 5.22270 -0.65960 0.105
H -4.64570 4.08150 1.05730 0.107
H -3.69930 2.17720 2.31110 0.102
H 4.89300 1.71740 -1.60410 0.114
H 7.02030 1.38350 -0.44580 0.106
H 7.07340 0.05470 1.64680 0.108
H 5.00640 -1.00140 2.47650 0.099
C -3.40940 1.16840 -4.14400 -0.011
N -2.11840 0.76810 -3.63340 -0.122
C -0.98780 0.95270 -4.52440 -0.005
C -1.86230 0.45460 -2.36780 -0.373
O -0.69910 0.35960 -1.94350 -0.109
C -3.01680 0.15210 -1.41760 -0.072
O -2.46110 -0.30340 -0.20150 -0.242
C -2.87880 -1.56490 0.29310 -0.095
C -1.66900 -2.51120 0.30080 -0.390
O -0.59660 -2.10690 -0.18120 -0.149
N -1.80290 -3.71550 0.83260 -0.125
C -0.65150 -4.59530 0.92350 0.004
C -3.03860 -4.28130 1.32010 -0.013
H -3.51800 0.82050 -5.17040 0.101
H -4.22160 0.75840 -3.55490 0.089
H -3.48840 2.25700 -4.13610 0.109
H -1.27960 0.70900 -5.54210 0.100
H -0.62040 1.97900 -4.48670 0.106
H -0.18940 0.28000 -4.21790 0.086
H -3.58250 1.07210 -1.21340 0.151
H -3.68160 -0.59590 -1.86570 0.141
H -3.21980 -1.39900 1.32550 0.138
H -3.69120 -1.98510 -0.31200 0.144
H 0.20820 -4.11610 0.45520 0.093
H -0.42020 -4.79040 1.97290 0.110
H -0.86820 -5.53850 0.41910 0.105
H -3.81700 -3.53290 1.42440 0.087
H -3.38300 -5.05810 0.63170 0.109
H -2.86340 -4.73900 2.29370 0.107
```

E_HOMO (alpha / beta) in eV: -9.729 / -9.731
LUMO level (alpha / beta) in eV: -2.206 / -2.206
Total charge: +1
Max |F| in hartree/bohr: 0.015
Frontier orbital gap (alpha / beta) in eV: 7.52 / 7.53
Spin multiplicity: 4

***

No. 5
The following is a DFT calculation (ωB97M-V/def2-TZVPD) of C23H21N9PRe as an isolated structure in a non-equilibrium geometry.

The geometry in XYZ format:
```
55
Properties=species:S:1:pos:R:3:lowdin_charge:R:1
Re -0.58050 -1.03430 0.73156 1.421
N 1.52318 -2.48972 -1.61956 0.176
C 0.25663 -2.18754 -2.01480 -0.425
N -0.26229 -2.45465 -3.19115 0.077
N -1.52515 -1.96932 -3.11934 -0.027
N -1.76793 -1.43578 -1.98663 -0.047
N -0.63802 -1.55913 -1.21646 -0.166
C 2.07382 -2.02294 -0.46044 -0.417
N 3.34200 -2.13437 -0.13368 0.077
N 3.44168 -1.51199 1.06337 -0.027
N 2.31963 -1.04295 1.44856 -0.051
N 1.38293 -1.36487 0.50401 -0.154
H 2.15032 -2.89961 -2.29770 0.169
C -1.62535 0.01850 5.66712 -0.037
C -0.17630 0.37982 5.48923 -0.266
C 0.62497 0.57419 6.60721 -0.025
C 1.97053 0.88278 6.48893 -0.040
C 2.55888 1.00827 5.24169 -0.049
C 1.79445 0.81569 4.10480 -0.081
C 0.43825 0.50505 4.23010 -0.327
P -0.50372 0.36528 2.71745 1.110
C -1.65734 -1.03635 2.64601 -0.370
C -2.73837 -0.86977 1.72922 -0.112
C -3.00407 -1.84736 0.78443 -0.078
C -2.41784 -3.14430 0.88242 -0.039
C -1.43915 -3.35077 1.80319 -0.029
C -0.93097 -2.26886 2.61418 -0.379
C 0.19282 -2.61844 3.54697 -0.030
C -1.34193 1.87752 2.32851 -0.308
C -1.66830 2.88530 3.23472 -0.049
C -2.36421 3.98746 2.77440 -0.052
C -2.71688 4.07437 1.43182 -0.037
C -2.36564 3.08232 0.52991 -0.014
C -1.64918 1.97572 0.96676 -0.306
C -1.16180 0.91146 0.03739 -0.212
H -1.94476 0.22375 6.68646 0.090
H -1.79060 -1.04674 5.48218 0.083
H -2.28136 0.57445 4.99621 0.071
H 0.18142 0.48259 7.59068 0.121
H 2.56444 1.02382 7.38227 0.118
H 3.60898 1.24759 5.14988 0.118
H 2.24802 0.87358 3.12501 0.091
H -3.23740 0.08856 1.66402 0.135
H -3.70807 -1.63434 -0.00752 0.130
H -2.71714 -3.92245 0.19346 0.139
H -0.94425 -4.31060 1.87741 0.137
H 0.71421 -3.49637 3.16891 0.097
H -0.21123 -2.86041 4.53142 0.105
H 0.92719 -1.82524 3.65196 0.057
H -1.38044 2.80512 4.27512 0.114
H -2.63546 4.78116 3.45650 0.116
H -3.26282 4.94048 1.08215 0.119
H -2.62438 3.17646 -0.51696 0.127
H -0.21138 1.23528 -0.40919 0.094
H -1.84409 0.72428 -0.79020 0.063
```

E_HOMO (alpha / beta) in eV: -11.622 / -11.703
LUMO level (alpha / beta) in eV: -4.699 / -4.586
Energy above the lowest of the compared OMol25 structures with the same formula, charge and spin in kJ/mol: 0.0
Total charge: +1
Max |F| in hartree/bohr: 0.019
Frontier orbital gap (alpha / beta) in eV: 6.92 / 7.12
Spin multiplicity: 2

***

No. 6
The following is a DFT calculation (ωB97M-V/def2-TZVPD) of a 11-piece molecular cluster, C22H72N5O11 overall in a non-equilibrium geometry.

The geometry in XYZ format:
```
110
Properties=species:S:1:pos:R:3:lowdin_charge:R:1
O 2.23672 0.94313 -4.98447 0.249
H 3.05587 1.40969 -5.24815 0.181
H 2.17724 0.06254 -5.39182 0.164
H 2.22719 0.81234 -3.95540 0.094
O 3.68227 -1.80159 -2.93498 0.263
H 3.51985 -1.95007 -3.87812 0.162
H 4.61520 -1.60076 -2.70935 0.188
H 3.09546 -1.01931 -2.62029 0.101
C 1.42243 0.40482 -0.03889 -0.084
C 1.10475 0.31223 -1.51191 -0.394
O 2.17358 0.37477 -2.41123 -0.339
H 1.77346 1.37478 0.33801 0.071
H 2.35790 -0.10902 0.21552 0.063
H 0.59813 0.15794 0.62747 0.057
H 0.32320 1.05830 -1.73023 0.092
H 0.46131 -0.56527 -1.68101 0.096
C -1.54950 4.17573 -5.80701 -0.054
C -0.25485 4.80969 -5.29110 -0.436
C 0.38212 4.00904 -4.15816 -0.232
O 1.60784 4.56222 -3.81330 -0.182
C 2.37229 3.86645 -2.86685 -0.089
N 0.74801 4.97235 -6.37525 0.033
H -1.27759 3.15497 -6.08644 0.075
H -1.85620 4.66244 -6.73291 0.078
H -2.37611 4.20121 -5.10076 0.072
H -0.38474 5.83348 -4.91893 0.139
H 0.54778 3.01049 -4.59658 0.111
H -0.31591 3.97898 -3.31331 0.136
H 1.72981 3.32094 -2.17136 0.087
H 3.01289 4.61039 -2.39624 0.100
H 3.07474 3.12860 -3.28195 0.068
H 1.52166 5.43672 -5.90937 0.063
H 0.35259 5.65285 -7.01552 0.073
C -4.06269 1.77545 -0.49819 -0.053
C -3.83644 0.68107 -1.52829 -0.449
C -3.85859 1.25471 -2.95404 -0.253
O -5.11255 1.72000 -3.36448 -0.165
C -5.27354 1.76363 -4.76486 -0.098
N -2.64907 -0.06214 -1.18626 0.058
H -3.78825 1.39548 0.48644 0.053
H -5.10277 2.08824 -0.38971 0.085
H -3.54428 2.71443 -0.71061 0.083
H -4.75182 0.08585 -1.63660 0.145
H -3.49506 0.44471 -3.60337 0.114
H -3.03833 1.99099 -2.98891 0.118
H -6.25517 2.20388 -4.93803 0.092
H -5.28372 0.76437 -5.20789 0.091
H -4.52329 2.42512 -5.20665 0.079
H -1.86359 0.56717 -1.03671 0.053
H -2.35955 -0.57222 -2.02090 0.066
C 2.89792 -3.06721 6.51885 -0.067
C 2.31817 -1.67327 6.41691 -0.428
C 1.03305 -1.59284 5.56515 -0.229
O 1.29808 -1.94722 4.23013 -0.176
C 0.54113 -1.14953 3.31637 -0.092
N 2.22430 -1.01904 7.74457 0.042
H 3.21294 -3.52479 5.58172 0.076
H 2.20449 -3.72359 7.05318 0.082
H 3.78133 -3.14227 7.15774 0.075
H 3.03180 -1.01315 5.91339 0.123
H 0.69376 -0.54865 5.66513 0.111
H 0.11058 -2.07561 5.91896 0.132
H 0.61835 -1.65826 2.35430 0.068
H 0.96081 -0.15798 3.12662 0.069
H -0.50010 -1.11800 3.63657 0.083
H 1.30234 -1.20035 8.12557 0.070
H 2.35614 -0.02800 7.59917 0.063
C 2.17859 -6.08820 -2.54030 -0.080
C 1.46592 -6.23437 -1.22051 -0.439
C 1.27394 -4.86431 -0.60964 -0.231
O 2.49969 -4.28127 -0.21983 -0.153
C 2.43305 -2.90498 -0.03357 -0.130
N 0.13536 -6.81360 -1.36156 0.037
H 3.26786 -6.09936 -2.57124 0.077
H 1.73331 -5.41783 -3.28080 0.075
H 1.95691 -7.04500 -3.03869 0.075
H 2.07999 -6.84577 -0.55780 0.151
H 0.55014 -4.88207 0.21682 0.131
H 0.65470 -4.21673 -1.25288 0.122
H 1.65202 -2.54928 0.65622 0.072
H 2.12490 -2.45396 -0.98655 0.063
H 3.30752 -2.46370 0.44372 0.098
H -0.34478 -6.31220 -2.10713 0.076
H 0.16534 -7.75306 -1.74525 0.077
C -5.52183 -0.01334 4.01281 -0.070
C -4.28525 -0.30408 4.83200 -0.449
C -3.10594 0.54782 4.48992 -0.215
O -2.53912 0.25153 3.21498 -0.191
C -1.84957 1.37079 2.68966 -0.110
N -4.66695 -0.14180 6.24422 0.031
H -5.89924 1.00117 4.16386 0.082
H -6.36055 -0.69242 4.16956 0.076
H -5.35691 -0.04900 2.93029 0.072
H -4.04175 -1.36807 4.71535 0.139
H -2.32540 0.37097 5.24234 0.119
H -3.37940 1.60225 4.60458 0.135
H -1.36489 1.98432 3.45227 0.093
H -2.58480 2.01735 2.19863 0.076
H -1.17390 1.01738 1.91256 0.069
H -5.15495 -0.94674 6.60947 0.074
H -3.80768 -0.03880 6.77641 0.061
O 4.63385 1.02674 -1.16717 -0.088
H 3.77404 1.06118 -1.61746 -0.024
H 4.54179 1.63235 -0.41482 -0.007
O 4.02885 2.79492 1.01678 -0.052
H 3.83857 3.67477 1.35518 0.061
H 4.16016 2.25120 1.80601 0.019
O 3.30200 1.14404 3.31393 -0.046
H 2.95610 0.83863 4.15973 0.039
H 3.60252 0.34048 2.87250 0.054
```

E_HOMO in eV: -10.653
LUMO level in eV: -4.585
Energy above the lowest of the compared OMol25 structures with the same formula, charge and spin in kJ/mol: 100.8
Total charge: +1
Max |F| in hartree/bohr: 0.053
Frontier orbital gap in eV: 6.07